The following is a DFT calculation (ωB97M-V/def2-TZVPD) of a cluster of 16 separate species, C52H117N15O18 in total.

Charge = -2
2S+1 = 1
HOMO level = 0.30 eV
Orbital gap = 2.324 eV
Calculated total energy = -4227.01329 a.u.

Cartesian coordinates (Å):
1 C -18.17 -30.38 -4.94
2 C -19.54 -30.09 -5.44
3 C -19.82 -28.57 -5.78
4 C -19.13 -28.16 -7.09
5 C -19.75 -28.92 -8.26
6 C -19.59 -30.49 -7.97
7 N -19.92 -30.90 -6.54
8 O -19.92 -32.38 -6.39
9 C -18.12 -30.91 -8.29
10 C -20.55 -31.14 -9.00
11 C -20.56 -30.45 -4.25
12 H -18.00 -29.98 -3.94
13 H -17.56 -29.72 -5.55
14 H -17.96 -31.45 -4.84
15 H -19.53 -27.95 -4.93
16 H -20.87 -28.34 -5.98
17 H -18.05 -28.25 -7.03
18 H -19.16 -27.09 -7.27
19 H -19.48 -28.64 -9.27
20 H -20.81 -28.67 -8.35
21 H -17.48 -30.36 -7.60
22 H -17.74 -30.64 -9.28
23 H -17.82 -31.92 -8.02
24 H -20.03 -31.99 -9.46
25 H -20.66 -30.50 -9.88
26 H -21.45 -31.60 -8.60
27 H -20.62 -29.65 -3.51
28 H -20.23 -31.38 -3.81
29 H -21.62 -30.40 -4.52
30 O -28.71 -32.14 -0.93
31 C -27.70 -32.80 -1.52
32 O -26.68 -32.32 -1.99
33 O -27.84 -34.03 -1.67
34 H -29.11 -33.01 -0.83
35 C -12.03 -29.05 -12.81
36 C -13.19 -29.86 -13.36
37 O -13.93 -29.37 -14.21
38 N -13.30 -31.14 -12.99
39 C -14.34 -32.04 -13.34
40 H -11.37 -29.00 -13.68
41 H -11.48 -29.36 -11.92
42 H -12.37 -28.02 -12.76
43 H -12.83 -31.46 -12.16
44 H -14.02 -32.46 -14.29
45 H -15.19 -31.42 -13.62
46 H -14.70 -32.74 -12.59
47 C -23.23 -22.07 1.55
48 C -23.02 -23.41 1.03
49 O -22.56 -24.25 1.79
50 N -23.20 -23.60 -0.27
51 C -22.85 -24.79 -1.00
52 H -22.86 -21.99 2.58
53 H -24.29 -21.82 1.46
54 H -22.54 -21.44 1.00
55 H -23.74 -22.84 -0.65
56 H -23.82 -25.23 -1.23
57 H -22.22 -25.38 -0.33
58 H -22.38 -24.60 -1.96
59 C -15.76 -24.00 -4.58
60 C -14.96 -24.51 -5.74
61 O -14.94 -23.92 -6.76
62 N -14.13 -25.50 -5.53
63 C -13.22 -26.18 -6.37
64 H -16.74 -24.45 -4.70
65 H -15.94 -22.95 -4.81
66 H -15.31 -24.21 -3.61
67 H -14.20 -25.92 -4.62
68 H -12.26 -25.68 -6.23
69 H -13.59 -25.95 -7.37
70 H -13.22 -27.24 -6.09
71 C -27.77 -29.22 -17.79
72 C -26.45 -28.80 -17.17
73 O -26.06 -27.66 -17.40
74 N -25.86 -29.72 -16.43
75 C -24.68 -29.55 -15.60
76 H -27.47 -30.17 -18.25
77 H -28.16 -28.58 -18.58
78 H -28.48 -29.45 -16.99
79 H -26.38 -30.57 -16.37
80 H -23.87 -28.90 -15.94
81 H -24.17 -30.51 -15.55
82 H -24.81 -29.29 -14.55
83 C -21.27 -24.41 -17.44
84 C -20.12 -24.78 -16.50
85 O -19.62 -23.91 -15.89
86 N -19.80 -26.12 -16.26
87 C -18.84 -26.59 -15.26
88 H -21.25 -24.74 -18.48
89 H -21.69 -23.41 -17.27
90 H -22.06 -25.07 -17.08
91 H -20.40 -26.80 -16.72
92 H -18.99 -26.43 -14.19
93 H -17.84 -26.19 -15.45
94 H -18.80 -27.68 -15.29
95 C -21.49 -41.23 -7.70
96 C -21.43 -39.75 -8.09
97 O -22.27 -38.95 -7.65
98 N -20.47 -39.37 -8.94
99 C -20.31 -38.01 -9.28
100 H -22.48 -41.48 -8.08
101 H -21.52 -41.21 -6.61
102 H -20.80 -41.97 -8.12
103 H -19.95 -40.07 -9.45
104 H -21.09 -37.75 -10.00
105 H -19.26 -37.84 -9.50
106 H -20.40 -37.38 -8.40
107 C -27.01 -29.45 -6.48
108 C -27.71 -30.75 -6.98
109 O -27.02 -31.77 -7.01
110 N -29.00 -30.70 -7.34
111 C -29.80 -31.88 -7.66
112 H -26.17 -29.24 -7.14
113 H -26.76 -29.64 -5.44
114 H -27.68 -28.59 -6.52
115 H -29.48 -29.82 -7.20
116 H -30.81 -31.68 -8.00
117 H -29.99 -32.48 -6.77
118 H -29.30 -32.60 -8.31
119 C -22.78 -24.00 -12.09
120 C -24.27 -24.09 -12.41
121 O -24.82 -24.99 -11.76
122 N -24.89 -23.17 -13.10
123 C -26.27 -23.15 -13.49
124 H -22.38 -22.99 -12.20
125 H -22.20 -24.71 -12.69
126 H -22.49 -24.37 -11.11
127 H -24.31 -22.46 -13.52
128 H -26.35 -22.63 -14.45
129 H -26.98 -22.52 -12.95
130 H -26.74 -24.12 -13.63
131 C -20.07 -34.59 -16.11
132 C -19.30 -33.61 -17.01
133 O -19.29 -32.39 -16.83
134 N -18.65 -34.15 -18.06
135 C -18.10 -33.53 -19.22
136 H -21.00 -34.14 -15.75
137 H -19.57 -34.65 -15.14
138 H -20.17 -35.56 -16.59
139 H -18.72 -35.15 -18.09
140 H -18.79 -32.79 -19.62
141 H -17.96 -34.20 -20.06
142 H -17.16 -33.02 -19.01
143 C -13.88 -34.70 -6.28
144 C -13.58 -35.58 -7.47
145 O -12.69 -35.33 -8.29
146 N -14.15 -36.80 -7.51
147 C -15.47 -37.15 -7.00
148 H -14.82 -34.86 -5.75
149 H -13.77 -33.69 -6.68
150 H -13.18 -34.80 -5.45
151 H -13.64 -37.36 -8.18
152 H -15.40 -37.48 -5.96
153 H -15.94 -38.03 -7.45
154 H -16.20 -36.38 -7.23
155 C -22.29 -33.33 1.77
156 C -22.43 -34.81 1.35
157 O -22.57 -35.06 0.15
158 N -22.42 -35.77 2.21
159 C -22.32 -37.20 1.90
160 H -21.65 -32.83 1.04
161 H -21.95 -33.17 2.79
162 H -23.26 -32.88 1.60
163 H -22.83 -35.56 3.11
164 H -22.49 -37.83 2.78
165 H -21.42 -37.55 1.40
166 H -23.18 -37.28 1.24
167 C -26.04 -34.35 -11.90
168 C -25.58 -35.65 -11.14
169 O -24.96 -35.57 -10.16
170 N -25.93 -36.85 -11.58
171 C -26.80 -37.21 -12.64
172 H -27.06 -34.24 -12.26
173 H -25.53 -34.35 -12.86
174 H -25.66 -33.48 -11.36
175 H -25.67 -37.60 -10.96
176 H -27.07 -38.26 -12.54
177 H -26.19 -37.10 -13.54
178 H -27.69 -36.58 -12.62
179 C -12.44 -28.92 0.20
180 C -11.90 -27.92 -0.85
181 O -12.67 -27.20 -1.47
182 N -10.63 -27.87 -1.08
183 C -10.04 -26.86 -1.94
184 H -12.71 -28.27 1.03
185 H -11.64 -29.57 0.57
186 H -13.39 -29.37 -0.08
187 H -10.08 -28.57 -0.59
188 H -10.01 -27.34 -2.92
189 H -9.06 -26.54 -1.59
190 H -10.55 -25.93 -2.14
191 C -18.23 -37.68 -1.58
192 C -18.89 -38.82 -2.46
193 O -20.00 -38.50 -2.99
194 N -18.45 -40.04 -2.52
195 C -17.05 -40.32 -2.28
196 H -17.75 -36.96 -2.24
197 H -17.41 -37.98 -0.93
198 H -18.94 -37.16 -0.94
199 H -18.91 -40.68 -3.16
200 H -17.05 -40.67 -1.25
201 H -16.26 -39.57 -2.36
202 H -16.72 -41.16 -2.89